The following is a DFT calculation (wB97M-V/def2-TZVPD) of a structure of composition C22H32N10OS2Sc.

ORCA input file:
```
! RIJCOSX wB97M-V def2-TZVPD def2/J DEFGRID3
* xyz 1 1
Sc -0.23479 0.61031 0.25292
N -2.15469 3.07941 3.53162
C -1.44989 2.15641 2.83892
S -2.35709 1.07661 1.84432
N -0.16349 2.13531 3.00692
N 0.60401 1.29281 2.26012
C 1.76061 1.03401 2.79382
C 2.77001 0.22461 2.18772
C 4.04121 0.13161 2.76932
C 5.05821 -0.57159 2.16392
C 4.83391 -1.16769 0.92702
C 3.58611 -1.11919 0.34852
C 2.50361 -0.47149 0.97442
O 1.29351 -0.55409 0.47752
H -3.14859 2.95431 3.61992
H -1.67749 3.60311 4.24572
H 1.98671 1.47361 3.76742
H 4.22211 0.65431 3.69622
H 6.02931 -0.64089 2.62662
H 5.64471 -1.65859 0.40762
H 3.43601 -1.53889 -0.63568
C -1.01539 4.76681 -1.48178
C -1.21659 3.32991 -1.11628
N -0.26889 2.59651 -0.61178
N 0.92381 3.15311 -0.33258
C 1.98461 2.44071 -0.63348
N 3.17581 2.81511 -0.11678
S 1.93791 1.16011 -1.76028
C -2.48239 2.65311 -1.34408
C -3.63069 3.35341 -1.73248
C -4.81359 2.66621 -1.91118
C -4.82239 1.29271 -1.71088
C -3.63429 0.67851 -1.35938
N -2.48469 1.31411 -1.17468
H 0.05491 4.96301 -1.51838
H -1.46149 5.41531 -0.72928
H -1.46039 4.99301 -2.44878
H 3.22951 3.67331 0.40772
H 4.01501 2.43241 -0.51888
H -3.58889 4.42041 -1.87958
H -5.71499 3.18831 -2.18858
H -5.72309 0.71441 -1.83588
H -3.61109 -0.39639 -1.21388
N 0.69501 -5.11759 -0.97548
C 1.11041 -3.74389 -0.47718
C 0.96981 -2.73079 -1.59138
C -0.47639 -2.34139 -1.95258
N -0.63249 -0.89349 -1.79378
C -1.52489 -3.04009 -1.07368
C -1.18639 -3.00089 0.42262
N -1.40869 -1.63529 0.89282
C 0.28111 -3.36969 0.73322
H 1.23491 -5.38989 -1.80438
H -0.30319 -5.04169 -1.23058
H 0.80961 -5.83089 -0.24638
H 2.15991 -3.82229 -0.18668
H 1.52031 -3.05269 -2.47508
H 1.44431 -1.81769 -1.21578
H -0.66949 -2.63319 -2.99878
H -1.51849 -0.60969 -2.21168
H 0.09861 -0.40599 -2.32278
H -1.71359 -4.06379 -1.41928
H -2.47399 -2.51609 -1.20648
H -1.85609 -3.71159 0.93922
H -1.24109 -1.57999 1.89862
H -2.38409 -1.37239 0.77042
H 0.33711 -4.14219 1.50052
H 0.75071 -2.46489 1.13062
*
```

For the HOMO energy, the calculation gives -9.4 eV. The calculation puts the energy above the lowest of the compared OMol25 structures with the same formula, charge and spin at 2.149 eV.

***

The following is a DFT calculation (wB97M-V/def2-TZVPD) of the molecule C26H25N3O3.

ORCA input file:
```
! RIJCOSX wB97M-V def2-TZVPD def2/J DEFGRID3
* xyz 0 1
C -8.49908 -0.57804 -0.03069
C -7.08147 -0.09891 0.01081
C -6.77678 1.14575 0.54621
C -5.47566 1.60391 0.59083
C -4.43815 0.81162 0.10960
C -3.05684 1.36480 0.17818
O -2.84559 2.56496 0.20403
N -2.08626 0.41176 0.23329
C -0.69894 0.50933 0.25303
C -0.09363 1.71938 0.20131
C 1.25423 2.18183 0.13294
C 1.64019 3.50499 0.06739
C 3.04642 3.51675 -0.01950
C 3.43622 2.21329 -0.00253
O 2.36699 1.39864 0.09116
C -0.15585 -0.88995 0.32772
O -0.94124 -1.83082 0.22756
N 1.15015 -1.07005 0.54575
C 1.72732 -2.39246 0.62853
C 3.03737 -2.47273 -0.15265
C 4.11992 -1.62163 0.43284
C 4.42069 -1.43401 1.75109
N 5.50196 -0.60296 1.87816
C 5.93031 -0.23922 0.63587
C 6.97741 0.58794 0.24674
C 7.16304 0.78816 -1.10406
C 6.32968 0.18173 -2.04905
C 5.29321 -0.64070 -1.67000
C 5.07815 -0.86277 -0.30928
C -4.74088 -0.43100 -0.43984
C -6.04665 -0.89296 -0.49615
C -6.34113 -2.23298 -1.09802
H -8.60566 -1.50848 0.52644
H -8.80843 -0.77152 -1.05744
H -9.16904 0.16201 0.39929
H -7.57393 1.76555 0.93136
H -5.24002 2.57461 0.99943
H -2.36472 -0.57136 0.24961
H -0.78385 2.55431 0.17463
H 0.98556 4.35174 0.07834
H 3.68415 4.37395 -0.08755
H 4.39919 1.74757 -0.05850
H 1.78354 -0.28658 0.58998
H 1.89961 -2.65405 1.67872
H 0.99107 -3.08997 0.22063
H 2.85870 -2.16310 -1.18387
H 3.36223 -3.51761 -0.17125
H 3.94355 -1.83115 2.62641
H 5.91712 -0.31691 2.74794
H 7.61858 1.05662 0.97895
H 7.96614 1.42551 -1.44268
H 6.50981 0.36689 -3.09762
H 4.65785 -1.10335 -2.41024
H -3.96084 -1.05024 -0.86068
H -6.82657 -2.88178 -0.36968
H -5.42637 -2.71444 -1.43342
H -7.01277 -2.13188 -1.95007
*
```

The SMILES is Cc1ccc(C(=O)N/C(=C/c2ccco2)C(=O)NCCc2c[nH]c3ccccc23)cc1C. For the HOMO energy, the calculation gives -7.6 eV. The calculation puts the energy above the lowest of the compared OMol25 structures with the same formula, charge and spin at 0.166 eV.

***

The following is a DFT calculation (wB97M-V/def2-TZVPD) of the ion C7H13N2O3 with charge -1.

ORCA input file:
```
! RIJCOSX wB97M-V def2-TZVPD def2/J DEFGRID3
* xyz -1 1
C 2.83138 -1.19648 -0.63855
C 1.58604 -1.09039 0.24337
C 0.99308 0.12190 0.50015
C 1.65043 1.44370 0.27873
O 2.58489 1.84859 1.35172
N -0.25775 -0.11456 1.12707
C -1.49682 0.16381 0.39631
C -2.61237 -0.23050 1.37788
C -1.68657 -0.71567 -0.88963
O -0.22015 -1.41208 1.63810
N 0.97469 -2.23062 0.76558
O 0.59917 -3.25241 0.04030
H 3.59677 -1.29796 0.04420
H 2.75149 -0.39032 -1.36504
H 2.63606 -2.18581 -1.12716
H 0.96897 2.22736 0.25282
H 2.20591 1.46066 -0.74246
H 2.64060 2.82278 1.17629
H -1.71352 1.23088 0.01031
H -2.41584 -1.17447 1.73053
H -2.64651 0.52367 2.13494
H -3.66608 -0.19526 1.10105
H -1.31020 -1.77946 -0.82036
H -1.11143 -0.33869 -1.70359
H -2.64750 -0.90780 -1.05191
*
```

The SMILES is CC1=C(CO)N(C(C)C)ON1[O-]. For the HOMO energy, the calculation gives -2.3 eV. The calculation puts the energy above the lowest of the compared OMol25 structures with the same formula, charge and spin at 9.258 eV.

***

The following is a DFT calculation (wB97M-V/def2-TZVPD) of the molecule C4H3NO2S.

ORCA input file:
```
! RIJCOSX wB97M-V def2-TZVPD def2/J DEFGRID3
* xyz 0 1
O -3.36351 -0.40417 -0.47220
C -2.14494 -0.21164 -0.06756
N -1.59839 1.08382 -0.05854
C -0.34168 0.96869 0.36283
C 0.04600 -0.32417 0.47452
C 1.30679 -0.92727 0.01238
S 2.88380 -0.06776 -0.21684
O -1.14987 -1.14794 0.28823
H 0.37667 1.77935 0.17062
H 1.44897 -1.92861 -0.16780
H 2.53617 1.17970 -0.32565
*
```

The SMILES is O=C1N=C/C(=C\S)O1. For the HOMO energy, the calculation gives -9.3 eV. The calculation puts the energy above the lowest of the compared OMol25 structures with the same formula, charge and spin at 2.982 eV.

***

Number 1: molecular weight 561.66 g/mol, DFT total energy -82651.5636 eV. Number 2: molecular weight 427.50 g/mol, DFT total energy -37981.6728 eV. Number 3: molecular weight 173.19 g/mol, DFT total energy -16586.3860 eV. Number 4: molecular weight 129.14 g/mol, DFT total energy -20614.0729 eV.